Molecular formula: C2H6N2O2
Method: DFT, wB97M-V/def2-TZVPD

Each line ends with the natural charge from an NBO analysis.
Cartesian coordinates (Å):
O: 3.10 0.97 -0.21  -0.51
C: 2.23 0.42 0.27  0.52
H: -2.35 0.54 -0.61  0.39
H: -1.41 1.83 -0.11  0.40
N: -0.64 -1.23 -0.60  -0.83
O: 0.62 0.64 -0.77  -0.63
H: -1.38 -1.70 -0.10  0.38
H: 1.20 -0.23 1.49  0.06
C: -0.38 0.08 -0.23  0.79
H: 0.20 -1.78 -0.71  0.40
N: -1.55 0.83 -0.06  -0.86
H: 0.36 -0.39 1.63  -0.12

Properties
E_LUMO, eV: 0.63
HOMO level, eV: -9.088
Energy relative to the best compared isomer or geometry (same formula, charge and spin), kJ/mol: 322.61
Electronic energy, a.u.: -339.70978
Gap between HOMO and LUMO, eV: 9.72

=====

Molecular formula: C2H6N2O2
Method: DFT, wB97M-V/def2-TZVPD

Each line ends with the natural charge from an NBO analysis.
Cartesian coordinates (Å):
N: 0.39 -0.32 -0.16  0.14
H: 1.87 -1.62 0.23  0.25
O: -1.35 -0.29 1.27  -0.44
H: -1.00 1.64 -1.05  0.25
N: -0.61 0.18 0.39  0.34
C: -0.82 1.55 0.03  -0.47
H: -1.72 1.91 0.69  0.24
O: 1.38 0.64 -0.99  -0.61
H: 0.12 -2.01 0.69  0.24
H: 0.77 -2.06 -1.16  0.25
H: 0.13 2.08 0.15  0.28
C: 0.84 -1.69 -0.08  -0.45

Properties
E_LUMO (spin up / spin down), eV: 0.05 / 0.05
HOMO level (spin up / spin down), eV: -9.212 / -9.211
Energy relative to the best compared isomer or geometry (same formula, charge and spin), kJ/mol: 695.74
Electronic energy, a.u.: -339.56766
Gap between HOMO and LUMO (spin up / spin down), eV: 9.27 / 9.26

=====

Molecular formula: C2H6N2O2
Method: DFT, wB97M-V/def2-TZVPD

Each line ends with the natural charge from an NBO analysis.
Cartesian coordinates (Å):
H: -0.11 -1.05 2.43  0.08
H: 0.85 1.43 -2.43  0.17
N: 1.19 0.90 -0.43  -0.72
O: -0.01 0.58 1.27  -0.70
H: -0.35 -0.77 -0.97  0.43
C: -0.35 -0.62 1.43  0.67
H: 0.57 0.70 0.43  0.40
C: 0.57 0.83 -1.56  0.37
H: 1.76 1.72 -0.24  0.38
H: -1.09 0.09 -2.28  0.40
O: -0.90 -1.39 0.62  -0.69
N: -0.24 -0.18 -1.81  -0.78

Properties
E_LUMO, eV: 0.65
HOMO level, eV: -9.674
Energy relative to the best compared isomer or geometry (same formula, charge and spin), kJ/mol: 208.37
Electronic energy, a.u.: -339.75329
Gap between HOMO and LUMO, eV: 10.33

=====

Molecular formula: C2H6N2O2
Method: DFT, wB97M-V/def2-TZVPD

Each line ends with the natural charge from an NBO analysis.
Cartesian coordinates (Å):
N: 0.22 0.24 0.17  -0.19
O: -3.05 -0.31 0.34  -0.58
N: -2.00 0.41 -0.27  -0.33
C: 2.50 0.12 0.08  -0.26
H: 2.39 0.95 -0.66  0.19
H: 3.40 -0.48 -0.34  0.19
C: -0.85 -0.37 -0.17  0.19
H: -0.97 -1.44 -0.37  0.19
H: -1.95 1.26 0.32  0.36
H: 2.81 0.48 1.12  0.18
O: 1.29 -0.63 0.06  -0.41
H: -3.79 -0.22 -0.27  0.47

Properties
E_LUMO, eV: 0.97
HOMO level, eV: -8.816
Energy relative to the best compared isomer or geometry (same formula, charge and spin), kJ/mol: 468.30
SMILES string: CO/N=C/NO
Electronic energy, a.u.: -339.65429
Gap between HOMO and LUMO, eV: 9.79

=====

Molecular formula: C2H6N2O2
Method: DFT, wB97M-V/def2-TZVPD

Each line ends with the Mulliken spin population.
Cartesian coordinates (Å):
H: 2.82 -1.10 -1.77  0.00
H: -0.64 -0.30 0.57  -0.01
O: 1.32 0.09 -0.08  0.00
O: -2.99 1.54 0.58  0.84
C: 1.92 -0.97 0.06  0.00
H: 1.91 -1.56 0.99  0.00
C: -1.86 1.23 0.17  -0.06
N: -1.56 -0.06 0.15  0.20
H: -1.16 2.03 -0.09  0.03
N: 2.80 -1.46 -0.83  0.00
H: 2.98 -2.45 -0.76  0.00
H: -2.29 -0.71 0.43  -0.01

Properties
E_LUMO (spin up / spin down), eV: -5.06 / -9.41
Net charge: +1
HOMO level (spin up / spin down), eV: -14.216 / -14.211
Energy relative to the best compared isomer or geometry (same formula, charge and spin), kJ/mol: 75.32
Electronic energy, a.u.: -339.46174
<S²>: 0.757
Gap between HOMO and LUMO (spin up / spin down), eV: 9.16 / 4.81
Multiplicity: 2

=====

Molecular formula: C2H6N2O2S
Method: DFT, wB97M-V/def2-TZVPD

Each line ends with the natural charge from an NBO analysis.
Cartesian coordinates (Å):
N: 0.46 1.27 -0.73  -0.42
H: 0.34 -2.73 -0.19  0.48
S: -1.21 -0.54 -1.81  0.13
H: -0.81 -1.47 0.87  0.20
O: 0.78 -1.92 -0.27  -0.67
H: 0.75 0.48 -2.52  0.37
H: -0.24 2.07 -0.35  0.31
C: -0.15 -1.03 0.09  0.12
C: 0.38 0.35 0.46  0.16
H: 1.35 0.15 0.89  0.17
O: -0.41 0.92 1.45  -0.71
N: 0.03 0.67 -1.84  -0.60
H: -0.55 1.81 1.41  0.47

Properties
E_LUMO, eV: 0.58
HOMO level, eV: -8.013
Energy relative to the best compared isomer or geometry (same formula, charge and spin), kJ/mol: 360.30
SMILES string: O[C@@H]1NNS[C@H]1O
Electronic energy, a.u.: -737.86584
Gap between HOMO and LUMO, eV: 8.59

=====

Molecular formula: C2H6N2O2S2
Method: DFT, wB97M-V/def2-TZVPD

Each line ends with the natural charge from an NBO analysis.
Cartesian coordinates (Å):
H: -3.02 1.88 0.97  0.39
N: 2.61 -1.78 0.51  -1.08
C: 0.17 -0.01 0.17  -0.55
S: 1.83 -0.38 0.18  2.17
O: 2.41 0.73 0.92  -0.92
H: 2.82 -1.82 1.56  0.40
H: 3.50 -1.99 0.02  0.43
H: -1.84 2.19 0.05  0.37
S: -0.99 -1.04 -0.30  0.34
C: -2.31 0.47 -0.77  -0.27
O: 1.84 -0.28 -1.26  -0.93
H: -3.28 -0.06 -0.71  0.23
H: -1.56 0.77 -1.71  0.26
N: -2.17 1.33 0.36  -0.84

Properties
E_LUMO, eV: -0.23
HOMO level, eV: -8.683
Energy relative to the best compared isomer or geometry (same formula, charge and spin), kJ/mol: 500.08
Electronic energy, a.u.: -1135.95301
Gap between HOMO and LUMO, eV: 8.46

=====

Molecular formula: C2H6N2O3
Method: DFT, wB97M-V/def2-TZVPD

Each line ends with the natural charge from an NBO analysis.
Cartesian coordinates (Å):
O: -2.21 -0.53 -0.19  -0.57
O: 0.76 -0.04 1.98  -0.58
H: -0.93 1.59 -0.08  0.42
H: 2.75 0.32 -1.53  0.47
O: 1.99 0.58 -2.09  -0.95
H: 0.21 1.94 1.80  0.12
H: 1.19 0.42 -1.56  0.48
C: 0.24 0.90 1.44  0.54
H: 0.77 -1.39 -0.33  0.40
H: -0.46 -2.20 -1.13  0.41
C: -1.00 -0.44 -0.17  0.79
N: -0.15 -1.34 -0.73  -0.82
N: -0.39 0.80 0.21  -0.71

Properties
E_LUMO, eV: 0.56
HOMO level, eV: -10.551
Energy relative to the best compared isomer or geometry (same formula, charge and spin), kJ/mol: 73.57
SMILES string: NC(=O)NC=O.O
Electronic energy, a.u.: -415.06760
Gap between HOMO and LUMO, eV: 11.11

=====

Molecular formula: C2H6N2O3
Method: DFT, wB97M-V/def2-TZVPD

Each line ends with the natural charge from an NBO analysis.
Cartesian coordinates (Å):
H: 0.35 -1.08 1.43  0.37
C: -1.21 -0.14 0.48  -0.26
O: 2.80 -1.35 -0.18  -0.36
O: 3.21 0.73 -0.41  -0.37
H: -1.14 -0.01 -1.66  0.23
N: 0.02 -0.83 0.48  -0.26
C: -1.45 0.61 -0.84  -0.63
O: 1.30 0.23 0.34  -0.32
N: 2.52 -0.21 -0.09  0.72
H: -0.72 1.46 -0.78  0.22
H: -2.42 1.13 -0.68  0.23
H: -1.84 -0.95 0.59  0.23
H: -1.42 0.41 1.33  0.18

Properties
E_LUMO, eV: 0.29
HOMO level, eV: -10.823
Energy relative to the best compared isomer or geometry (same formula, charge and spin), kJ/mol: 781.60
SMILES string: CCNO[N+](=O)[O-]
Electronic energy, a.u.: -414.79792
Gap between HOMO and LUMO, eV: 11.12

=====

Molecular formula: C2H6N2O3
Method: DFT, wB97M-V/def2-TZVPD

Each line ends with the natural charge from an NBO analysis.
Cartesian coordinates (Å):
H: -1.41 -1.11 0.61  0.22
H: 1.38 -0.30 1.20  0.24
N: -1.00 0.89 -1.36  0.11
H: 0.01 -0.12 2.45  0.21
O: -0.19 0.63 -2.32  -0.25
C: 0.50 -0.63 1.56  -0.60
O: 1.62 1.10 -0.75  -0.34
C: -0.48 -0.62 0.41  -0.27
H: -0.06 -1.13 -0.33  0.19
N: -0.99 0.61 -0.13  -0.10
O: 1.35 0.51 -1.88  -0.02
H: 0.68 -1.62 2.03  0.22
H: -1.41 1.79 -1.48  0.38

Properties
E_LUMO (spin up / spin down), eV: -0.82 / -0.90
HOMO level (spin up / spin down), eV: -8.653 / -8.267
Energy relative to the best compared isomer or geometry (same formula, charge and spin), kJ/mol: 1101.47
Electronic energy, a.u.: -414.67609
Gap between HOMO and LUMO (spin up / spin down), eV: 7.83 / 7.36

=====

Molecular formula: C2H6N2O3S
Method: DFT, wB97M-V/def2-TZVPD

Each line ends with the natural charge from an NBO analysis.
Cartesian coordinates (Å):
H: -1.20 -1.19 0.84  0.37
O: -1.11 1.01 3.57  -0.85
H: -0.37 -1.87 -1.48  0.23
H: 0.51 -0.55 -2.29  0.24
H: 0.99 1.32 0.51  0.51
H: -1.22 -0.41 -1.99  0.24
C: 0.00 -0.12 -0.27  0.63
O: 0.87 0.85 -0.36  -0.68
N: 0.84 1.89 2.14  -1.11
O: -1.53 2.31 1.50  -0.84
S: -0.64 1.63 2.38  2.37
H: 1.43 1.47 2.84  0.40
N: -0.53 -0.44 0.84  -0.82
C: -0.28 -0.79 -1.59  -0.70

Properties
E_LUMO, eV: 0.25
HOMO level, eV: -10.618
Energy relative to the best compared isomer or geometry (same formula, charge and spin), kJ/mol: 98.55
SMILES string: [H]/N=C(\C)O.N=S(=O)=O
Electronic energy, a.u.: -813.18926
Gap between HOMO and LUMO, eV: 10.87

=====

Molecular formula: C2H6N2O3S
Method: DFT, wB97M-V/def2-TZVPD

Each line ends with the natural charge from an NBO analysis.
Cartesian coordinates (Å):
N: -2.72 1.02 -0.62  -0.62
H: 0.79 0.57 -2.20  0.25
O: -1.97 -0.67 0.42  -0.55
H: -3.58 1.51 -0.68  0.36
C: 0.64 -0.23 0.65  -0.70
H: 0.14 -1.07 -1.90  0.25
H: 1.08 0.54 1.38  0.25
O: -4.08 -0.02 0.72  -0.44
O: 0.07 2.07 -0.42  -0.87
N: -2.97 0.10 0.24  0.59
H: 0.56 -1.44 0.78  0.29
S: -0.35 0.71 -0.27  1.74
H: -0.91 0.26 -2.53  0.26
C: -0.08 0.00 -1.88  -0.80

Properties
E_LUMO (spin up / spin down), eV: -2.01 / -1.91
HOMO level (spin up / spin down), eV: -9.698 / -9.510
Energy relative to the best compared isomer or geometry (same formula, charge and spin), kJ/mol: 804.69
Electronic energy, a.u.: -812.92030
Gap between HOMO and LUMO (spin up / spin down), eV: 7.69 / 7.60

=====

Molecular formula: C2H6N2OS
Method: DFT, wB97M-V/def2-TZVPD

Each line ends with the natural charge from an NBO analysis.
Cartesian coordinates (Å):
H: -0.81 2.39 -0.38  0.33
S: 2.07 -0.35 -0.13  0.19
H: -2.57 0.88 -0.18  0.18
O: -2.05 -1.14 -0.22  -0.71
H: -2.24 -1.07 -1.17  0.48
N: -0.01 1.75 -0.19  -0.67
C: -1.91 0.16 0.29  -0.13
H: -2.16 0.11 1.36  0.21
H: 0.05 -1.36 0.24  0.41
N: 0.42 -0.45 0.30  -0.78
H: 2.50 0.05 1.07  0.10
C: -0.48 0.62 0.05  0.40

Properties
E_LUMO, eV: 0.58
HOMO level, eV: -9.089
Energy relative to the best compared isomer or geometry (same formula, charge and spin), kJ/mol: 147.31
SMILES string: [H]/N=C(\CO)NS
Electronic energy, a.u.: -662.71077
Gap between HOMO and LUMO, eV: 9.67

=====

Molecular formula: C2H6N2OS
Method: DFT, wB97M-V/def2-TZVPD

Each line ends with the natural charge from an NBO analysis.
Cartesian coordinates (Å):
H: 1.48 1.15 0.55  0.44
H: -2.85 0.20 0.15  0.24
N: 1.48 0.68 -0.51  -0.83
H: -1.87 0.64 2.16  0.23
S: 2.80 0.24 -1.39  0.23
C: 0.25 -0.04 -0.69  0.70
H: -1.02 -1.30 -1.03  0.36
O: -0.66 0.75 0.09  -0.62
H: -1.24 -0.78 1.23  0.22
C: -1.86 0.18 0.93  -0.34
N: -0.06 -1.14 -1.15  -0.72
H: 3.57 -0.59 -0.36  0.09

Properties
E_LUMO, eV: 0.42
HOMO level, eV: -8.952
Energy relative to the best compared isomer or geometry (same formula, charge and spin), kJ/mol: 466.83
SMILES string: [H]/N=C(/NS)OC
Electronic energy, a.u.: -662.58907
Gap between HOMO and LUMO, eV: 9.37

=====

Molecular formula: C2H6N2OS
Method: DFT, wB97M-V/def2-TZVPD

Each line ends with the natural charge from an NBO analysis.
Cartesian coordinates (Å):
H: -1.89 0.90 0.86  0.29
C: 0.30 0.51 -0.27  0.57
N: 2.44 -0.69 0.03  -0.61
C: -2.08 -0.15 0.19  -0.76
N: 1.64 0.49 -0.19  -0.49
H: 2.32 -1.07 1.00  0.38
H: -3.18 -0.77 0.66  0.21
H: 2.08 -1.16 -0.72  0.37
O: -0.57 1.41 -0.34  -0.62
S: -0.58 -1.17 -0.38  0.06
H: -2.55 0.18 -0.77  0.21
H: 2.06 1.52 -0.07  0.41

Properties
E_LUMO, eV: 0.67
HOMO level, eV: -9.168
Energy relative to the best compared isomer or geometry (same formula, charge and spin), kJ/mol: 415.60
Electronic energy, a.u.: -662.60858
Gap between HOMO and LUMO, eV: 9.84

=====

Molecular formula: C2H6N2OS2
Method: DFT, wB97M-V/def2-TZVPD

Each line ends with the natural charge from an NBO analysis.
Cartesian coordinates (Å):
S: 2.16 -1.28 -0.50  -0.09
H: 1.39 -2.43 -0.88  0.15
C: -0.15 -0.01 0.12  0.33
N: -0.29 1.28 -0.44  -0.36
H: -3.28 -1.90 0.15  0.16
H: -1.29 1.73 -0.76  0.41
C: 1.03 -0.35 0.72  -0.53
H: 0.74 -1.04 1.59  0.27
H: 1.08 2.78 -1.04  0.48
O: 0.77 2.23 -0.05  -0.56
H: 1.75 0.42 1.09  0.27
S: -2.76 -0.60 -0.34  0.07
N: -1.14 -0.84 0.36  -0.60

Properties
E_LUMO, eV: 0.28
HOMO level, eV: -8.335
Energy relative to the best compared isomer or geometry (same formula, charge and spin), kJ/mol: 428.20
SMILES string: ON/C(CS)=N\S
Electronic energy, a.u.: -1060.75933
Gap between HOMO and LUMO, eV: 8.62

=====

Molecular formula: C2H6N2P
Method: DFT, wB97M-V/def2-TZVPD

Each line ends with the natural charge from an NBO analysis.
Cartesian coordinates (Å):
H: -1.53 0.29 1.73  0.23
H: -1.82 0.29 -1.61  -0.02
H: 1.26 0.18 -2.02  0.45
H: 1.69 -1.33 -0.47  0.25
C: 0.83 -0.65 -0.24  0.40
C: -0.71 0.44 1.15  -0.30
P: -0.77 1.29 -1.24  0.74
N: 0.22 -0.58 0.87  -0.53
H: 0.56 -1.33 1.49  0.45
N: 0.53 0.14 -1.27  -0.87
H: -0.26 1.26 1.61  0.21

Properties
E_LUMO, eV: -5.17
Net charge: +1
HOMO level, eV: -14.315
Energy relative to the best compared isomer or geometry (same formula, charge and spin), kJ/mol: 184.08
Electronic energy, a.u.: -530.34059
Gap between HOMO and LUMO, eV: 9.15

=====

Molecular formula: C2H6N2S
Method: DFT, wB97M-V/def2-TZVPD

Each line ends with the natural charge from an NBO analysis.
Cartesian coordinates (Å):
H: 1.13 0.58 1.36  0.20
H: -1.64 -1.51 -1.07  0.40
C: 0.06 -0.35 -1.15  0.28
S: -1.47 -0.70 1.11  0.19
H: 1.75 1.96 0.48  0.20
H: 0.01 1.76 0.64  0.19
N: -1.10 -0.83 -0.55  -0.79
C: 0.95 1.22 0.50  -0.44
H: -0.74 -1.75 1.54  0.09
N: 0.98 0.42 -0.71  -0.49
H: 0.08 -0.80 -2.15  0.16

Properties
E_LUMO, eV: 0.67
HOMO level, eV: -8.912
Energy relative to the best compared isomer or geometry (same formula, charge and spin), kJ/mol: 126.96
SMILES string: C/N=C\NS
Electronic energy, a.u.: -587.45566
Gap between HOMO and LUMO, eV: 9.58

=====

Molecular formula: C2H6N2S
Method: DFT, wB97M-V/def2-TZVPD

Each line ends with the natural charge from an NBO analysis.
Cartesian coordinates (Å):
N: -1.05 0.81 0.02  -0.74
H: 0.80 -0.08 1.41  0.23
H: 1.43 0.27 -1.92  0.33
H: -1.76 0.33 2.27  0.11
C: 0.13 0.29 -0.51  0.41
N: 0.31 0.54 -1.81  -0.69
H: -1.75 0.61 -1.13  0.42
H: 0.52 -1.38 0.31  0.24
C: 1.09 -0.51 0.35  -0.70
H: 2.14 -0.60 -0.05  0.25
S: -1.87 -0.26 1.08  0.14

Properties
E_LUMO, eV: 0.45
HOMO level, eV: -9.480
Energy relative to the best compared isomer or geometry (same formula, charge and spin), kJ/mol: 319.92
Electronic energy, a.u.: -587.38216
Gap between HOMO and LUMO, eV: 9.93

=====

Molecular formula: C2H6N2S
Method: DFT, wB97M-V/def2-TZVPD

Each line ends with the natural charge from an NBO analysis.
Cartesian coordinates (Å):
C: 0.30 1.08 0.17  0.27
H: 0.77 -1.33 -0.92  0.20
C: 1.41 -1.08 -0.08  -0.46
H: 2.45 -1.39 -0.36  0.20
H: 1.26 -1.45 0.96  0.23
N: 1.35 0.38 0.03  -0.41
N: -1.10 0.71 -0.26  -0.89
H: -3.22 -0.15 1.08  0.03
H: -1.61 1.59 -0.83  0.39
S: -2.00 -0.54 -0.03  0.27
H: 0.39 2.17 0.24  0.17

Properties
E_LUMO, eV: 0.38
HOMO level, eV: -8.694
Energy relative to the best compared isomer or geometry (same formula, charge and spin), kJ/mol: 324.48
SMILES string: C/N=C\NS
Electronic energy, a.u.: -587.38042
Gap between HOMO and LUMO, eV: 9.07